Entry 1:
{
  "formula": "C18H26N2O2",
  "method": "the ωB97M-V functional and the def2-TZVPD basis",
  "orbital_gap_ha": 0.30701,
  "de_lowest_kcal_mol": 41.5,
  "lumo_ev": 0.64,
  "energy_ha": -961.4870,
  "smiles": "CCCCN(C)Cc1c(C)[nH]c2ccc(OCC)cc2c1=O",
  "spin_multiplicity": 1,
  "symbols": ["O", "O", "N", "N", "C", "C", "C", "C", "C", "C", "C", "C", "C", "C", "C", "C", "C", "C", "C", "C", "C", "C", "H", "H", "H", "H", "H", "H", "H", "H", "H", "H", "H", "H", "H", "H", "H", "H", "H", "H", "H", "H", "H", "H", "H", "H", "H", "H"],
  "positions_angstrom": [[0.5171, 0.7283, -2.2918], [-1.9136, 4.2238, 0.3015], [-1.4761, -1.2775, 0.6077], [1.9111, -2.8198, -1.5129], [-0.7046, -1.9685, -0.2744], [-0.6692, -3.4519, -0.0979], [-2.3923, 0.7671, 1.4951], [2.6425, -3.6850, -2.4124], [-1.8460, 2.8734, 0.4592], [-0.0203, -1.3270, -1.2605], [-0.0870, 0.1187, -1.4155], [-1.7720, 5.2004, 2.5408], [-1.6062, 0.0870, 0.5666], [0.8656, -2.0808, -2.2177], [2.7953, -1.9344, -0.7693], [3.4200, -2.6533, 0.4298], [2.5906, -1.1793, 2.3275], [-2.5810, 5.0183, 1.2592], [3.8018, -1.6880, 1.5531], [-0.9332, 0.8117, -0.4276], [-1.0631, 2.1954, -0.4650], [-2.5127, 2.1393, 1.4460], [1.2854, -1.3509, -2.9272], [-1.3664, -3.9261, -0.7890], [2.6992, -3.3800, 0.8102], [0.2723, -2.8071, -2.7827], [-0.5430, 2.7431, -1.2347], [2.9047, -0.5080, 3.1237], [2.0506, -2.0123, 2.7732], [-1.9709, -1.7840, 1.3283], [-0.8043, 5.6351, 2.3041], [-2.7092, 5.9848, 0.7636], [4.3089, -3.2016, 0.1117], [-3.1342, 2.6276, 2.1799], [4.3474, -0.8419, 1.1305], [-2.3021, 5.8641, 3.2186], [3.5844, -1.5142, -1.4136], [0.3316, -3.8116, -0.3239], [3.1716, -3.1281, -3.2014], [-1.6063, 4.2468, 3.0363], [1.9068, -0.6370, 1.6787], [3.3724, -4.2570, -1.8423], [1.9505, -4.3816, -2.8857], [-3.5767, 4.6123, 1.4790], [-2.9123, 0.2106, 2.2625], [4.4715, -2.1999, 2.2484], [2.1926, -1.1014, -0.4074], [-0.9436, -3.7331, 0.9169]],
  "atomic_forces_ev_per_a": [[0.00, 0.08, 0.04], [0.12, -0.09, -0.17], [-0.09, -0.48, 0.21], [0.08, 0.15, -0.19], [0.00, 0.12, -0.04], [-0.09, -0.01, 0.02], [0.04, -0.06, -0.05], [-0.03, 0.00, 0.09], [0.24, -0.27, -0.27], [0.10, 0.05, -0.23], [-0.05, -0.21, 0.03], [-0.12, -0.15, -0.38], [0.07, 0.57, -0.21], [-0.02, 0.00, 0.04], [-0.01, -0.23, 0.25], [0.19, 0.29, -0.05], [0.22, 0.01, -0.10], [-0.07, 0.24, 0.36], [-0.10, -0.18, -0.01], [-0.22, 0.05, 0.30], [-0.17, 0.18, 0.22], [-0.05, 0.12, 0.00], [-0.10, -0.13, 0.01], [-0.08, -0.05, -0.03], [-0.02, -0.07, -0.01], [0.06, 0.01, -0.06], [0.07, 0.05, -0.09], [-0.07, 0.08, 0.09], [-0.10, -0.08, 0.07], [0.13, 0.05, -0.16], [0.08, 0.05, 0.01], [-0.07, -0.15, 0.08], [-0.02, -0.10, 0.00], [-0.03, 0.07, 0.06], [0.12, 0.03, 0.03], [-0.04, 0.07, 0.11], [-0.04, 0.05, 0.00], [-0.01, -0.04, 0.04], [0.02, 0.01, -0.03], [0.02, -0.04, 0.10], [-0.15, 0.08, -0.03], [0.07, -0.08, -0.05], [0.03, -0.07, -0.05], [0.07, 0.05, -0.08], [-0.06, -0.04, 0.08], [0.07, 0.08, -0.03], [0.07, 0.03, -0.02], [-0.04, -0.05, 0.08]],
  "lowdin_charge": [0.0463, -0.0493, 0.1199, -0.2495, -0.2251, 0.0013, -0.0099, -0.0910, -0.2552, -0.1057, -0.3387, -0.0643, -0.1883, -0.1452, -0.1975, -0.1972, -0.1085, -0.2513, -0.2642, -0.0624, 0.0799, -0.0138, 0.1256, 0.0950, 0.1096, 0.1273, 0.1329, 0.0683, 0.0707, 0.1527, 0.0800, 0.1232, 0.1023, 0.1056, 0.1082, 0.0762, 0.1315, 0.0701, 0.0900, 0.0661, 0.0584, 0.0796, 0.0836, 0.1143, 0.1123, 0.1018, 0.1037, 0.0806]
}

Entry 2:
{
  "formula": "C3H5N",
  "method": "the ωB97M-V functional and the def2-TZVPD basis",
  "orbital_gap_ha": 0.40731,
  "de_lowest_kcal_mol": 62.0,
  "lumo_ev": 1.10,
  "energy_ha": -171.9562,
  "spin_multiplicity": 1,
  "symbols": ["N", "C", "C", "C", "H", "H", "H", "H", "H"],
  "positions_angstrom": [[1.5673, -0.3574, -0.0392], [-0.3558, 0.4687, 0.0330], [1.0730, 0.8355, -0.0057], [0.2366, -0.9356, 0.1244], [-0.2066, -1.5203, -0.9773], [-0.6704, 0.7805, -0.9450], [1.5856, 1.7049, 0.1505], [-0.0063, -1.6866, 0.8369], [-1.1615, 0.6206, 0.7485]],
  "atomic_forces_ev_per_a": [[0.58, 0.23, 0.41], [-0.97, -0.25, 0.62], [-0.46, -2.66, 1.78], [-1.96, -1.45, -6.23], [1.68, 1.21, 2.95], [-1.00, -0.44, -0.67], [1.45, 2.34, -0.34], [0.23, -0.01, 1.14], [0.45, 1.03, 0.34]],
  "lowdin_charge": [0.0558, -0.1812, -0.1558, -0.2400, 0.1688, 0.0941, 0.0765, 0.0784, 0.1034]
}

Entry 3:
{
  "formula": "C7H8N2O4STi",
  "method": "the ωB97M-V functional and the def2-TZVPD basis",
  "orbital_gap_ha": [0.23716, 0.25633],
  "s2": 0.758,
  "de_lowest_kcal_mol": 0.0,
  "lumo_ev": [-14.96, -14.75],
  "total_charge": 3,
  "energy_ha": -1928.4728,
  "spin_multiplicity": 2,
  "symbols": ["Ti", "S", "O", "O", "O", "O", "N", "N", "C", "C", "C", "C", "C", "C", "C", "H", "H", "H", "H", "H", "H", "H", "H"],
  "positions_angstrom": [[0.0137, -0.0520, -0.2087], [-0.1345, 0.5131, 2.0553], [2.6687, -1.7191, 0.8886], [-2.7045, 1.8524, -0.3552], [-1.8959, -2.6361, 0.6231], [1.8830, 2.6733, -0.4551], [0.6485, 0.4704, 4.6051], [-1.2245, 1.7206, 4.1703], [-0.2443, 0.9288, 3.7195], [-1.7679, 1.1738, -0.4150], [0.7350, -0.9608, -2.1572], [1.2529, 1.7122, -0.4946], [-1.2317, -1.7792, 0.2129], [1.7690, -1.1772, 0.4040], [-0.4342, -0.1835, -2.4279], [-1.9070, 2.0755, 3.5152], [-1.3085, 1.9782, 5.1444], [1.3947, -0.1281, 4.2830], [-0.3435, 0.8013, -2.9058], [1.7279, -0.5759, -2.4262], [0.6737, -2.0570, -2.1258], [0.6034, 0.7022, 5.5893], [-1.3978, -0.6798, -2.6054]],
  "atomic_forces_ev_per_a": [[-0.09, 0.49, 1.83], [0.07, -0.25, -1.01], [-4.07, 2.42, -2.34], [4.37, -3.20, -0.42], [3.30, 4.21, -2.16], [-2.61, -4.03, -0.30], [-0.54, 0.02, -1.79], [0.72, -0.84, -1.57], [-0.23, 0.89, 3.59], [-5.28, 3.81, 0.25], [-2.13, 1.06, -2.26], [3.48, 5.23, 0.00], [-4.18, -5.46, 2.36], [4.97, -3.01, 2.59], [2.36, -1.93, -1.22], [-0.10, 0.12, 0.24], [-0.02, 0.04, 0.14], [0.10, -0.02, 0.26], [0.07, -0.07, 0.48], [-0.23, 0.13, 0.41], [-0.13, 0.28, 0.38], [0.00, 0.02, 0.10], [0.18, 0.08, 0.45]],
  "lowdin_charge": [0.4165, 0.8460, 0.2630, 0.2618, 0.2724, 0.2791, 0.1990, 0.1991, -0.6781, -0.0119, -0.0937, 0.0302, 0.0369, -0.0129, -0.0937, 0.1368, 0.1635, 0.1359, 0.1214, 0.1214, 0.1214, 0.1644, 0.1214]
}

Entry 4:
{
  "formula": "C7H16GaN5O",
  "method": "the ωB97M-V functional and the def2-TZVPD basis",
  "orbital_gap_ha": 0.30207,
  "lumo_ev": -7.78,
  "total_charge": 2,
  "energy_ha": -2549.5749,
  "spin_multiplicity": 1,
  "symbols": ["Ga", "O", "N", "N", "N", "N", "N", "C", "C", "C", "C", "C", "C", "C", "H", "H", "H", "H", "H", "H", "H", "H", "H", "H", "H", "H", "H", "H", "H", "H"],
  "positions_angstrom": [[-0.1736, 0.7661, -0.3571], [-1.9467, 0.9707, -0.2587], [-0.7932, -3.8033, 2.0018], [-0.2159, 2.7377, -0.1480], [0.2413, -1.0987, -0.1513], [1.9935, 1.2081, -0.4322], [0.0385, -3.8217, -0.1917], [1.0538, 3.4575, 0.1154], [-0.2063, -1.7428, 0.9335], [-0.3674, -3.1332, 0.8958], [2.2552, 2.6725, -0.4713], [-2.9635, 0.0368, 0.0436], [0.4086, -3.1498, -1.2836], [0.4557, -1.7621, -1.3083], [-3.2419, -0.5701, -0.8307], [2.4033, 0.7574, 0.3938], [2.4749, 3.0148, -1.5019], [0.8129, -1.2492, -2.1934], [-1.0451, -4.7726, 1.8743], [-0.2860, -1.1653, 1.8646], [1.1657, 3.5565, 1.2102], [-2.6977, -0.7092, 0.8026], [-0.6397, 3.0645, -1.0351], [2.4135, 0.7560, -1.2676], [0.7528, -3.7303, -2.1403], [-1.3234, -3.2729, 2.6842], [3.1614, 2.9378, 0.0824], [-0.9500, 2.9230, 0.5577], [-3.8269, 0.6322, 0.4173], [1.0465, 4.4896, -0.3063]],
  "atomic_forces_ev_per_a": [[0.06, 0.75, 0.45], [0.72, -0.44, 0.02], [-0.11, 0.69, -0.95], [-0.24, 1.32, -0.41], [-0.71, -0.61, -0.34], [-0.18, -0.37, -0.90], [-0.30, 0.41, -0.23], [0.45, 0.50, 0.39], [0.59, 0.67, 0.24], [0.29, -0.91, 0.42], [0.10, 0.69, -0.26], [-1.06, -0.37, -0.09], [-0.02, -0.42, 0.74], [0.50, -0.45, 0.26], [-0.13, 0.50, 0.04], [0.02, 0.19, -0.34], [-0.40, -0.55, 0.38], [-0.15, 0.24, 0.13], [0.07, -0.07, 0.10], [-0.23, -0.29, -0.46], [-0.10, -0.10, -0.49], [0.21, 0.35, 0.19], [0.14, -0.07, 0.54], [-0.14, 0.29, 0.85], [-0.25, 0.09, 0.18], [0.18, -0.35, -0.03], [-0.22, -0.20, 0.07], [0.52, -0.03, -0.44], [0.47, -0.64, -0.36], [-0.10, -0.82, 0.31]],
  "lowdin_charge": [0.7005, -0.2505, 0.1891, 0.0185, -0.0333, 0.0254, 0.1855, -0.1550, -0.0317, -0.3153, -0.1710, -0.1390, -0.0398, -0.0762, 0.0982, 0.1307, 0.1424, 0.1255, 0.1330, 0.1517, 0.1403, 0.0655, 0.1510, 0.1338, 0.1417, 0.1261, 0.1383, 0.1477, 0.1150, 0.1519]
}

Repeat the second record exactly.
{
  "formula": "C3H5N",
  "method": "the ωB97M-V functional and the def2-TZVPD basis",
  "orbital_gap_ha": 0.40731,
  "de_lowest_kcal_mol": 62.0,
  "lumo_ev": 1.10,
  "energy_ha": -171.9562,
  "spin_multiplicity": 1,
  "symbols": ["N", "C", "C", "C", "H", "H", "H", "H", "H"],
  "positions_angstrom": [[1.5673, -0.3574, -0.0392], [-0.3558, 0.4687, 0.0330], [1.0730, 0.8355, -0.0057], [0.2366, -0.9356, 0.1244], [-0.2066, -1.5203, -0.9773], [-0.6704, 0.7805, -0.9450], [1.5856, 1.7049, 0.1505], [-0.0063, -1.6866, 0.8369], [-1.1615, 0.6206, 0.7485]],
  "atomic_forces_ev_per_a": [[0.58, 0.23, 0.41], [-0.97, -0.25, 0.62], [-0.46, -2.66, 1.78], [-1.96, -1.45, -6.23], [1.68, 1.21, 2.95], [-1.00, -0.44, -0.67], [1.45, 2.34, -0.34], [0.23, -0.01, 1.14], [0.45, 1.03, 0.34]],
  "lowdin_charge": [0.0558, -0.1812, -0.1558, -0.2400, 0.1688, 0.0941, 0.0765, 0.0784, 0.1034]
}